Formula: C4Cl3F4N
Source: OMol25
Level of theory: ωB97M-V/def2-TZVPD

* lowest unoccupied orbital energy (spin up / spin down): -0.211 / -0.211 eV
* maximum force: 3.9 eV/A
* HOMO (spin up / spin down): -8.38 / -8.38 eV

```
! RIJCOSX wB97M-V def2-TZVPD def2/J DEFGRID3
* xyz 0 1
C -1.68 0.99 -0.39
C 2.24 -0.83 -0.10
C 2.74 0.38 -0.04
C -3.53 -0.56 0.12
N -2.59 0.32 0.02
F 2.95 -1.93 0.09
F 0.95 -1.14 -0.10
F 2.12 1.56 -0.02
F 4.07 0.60 -0.05
Cl -1.37 2.57 0.13
Cl -3.55 -1.65 1.39
Cl -4.84 -0.45 -0.95
*
```

Now the Mulliken charges, all in e:
1 C 0.044
2 C 0.385
3 C 0.388
4 C 0.386
5 N -0.098
6 F -0.208
7 F -0.172
8 F -0.183
9 F -0.212
10 Cl -0.091
11 Cl -0.117
12 Cl -0.123

=====

Formula: C4ClF4I
Source: OMol25
Level of theory: ωB97M-V/def2-TZVPD

* lowest unoccupied orbital energy: -0.097 eV
* maximum force: 3.2 eV/A
* SMILES: FC(F)=C(F)F.ClC#CI
* HOMO: -9.38 eV

```
! RIJCOSX wB97M-V def2-TZVPD def2/J DEFGRID3
* xyz 0 1
C 1.04 -1.37 -0.47
C 1.80 -0.45 -0.66
C -1.51 0.49 -0.12
C -0.55 0.80 0.79
F -2.33 -0.57 0.05
F -1.74 1.12 -1.35
F 0.24 1.82 0.70
F -0.37 0.15 1.95
Cl -0.13 -2.51 -0.59
I 3.55 0.52 -0.28
*
```

Now the Mulliken charges, all in e:
1 C 0.308
2 C -0.397
3 C 0.454
4 C 0.379
5 F -0.192
6 F -0.234
7 F -0.201
8 F -0.217
9 Cl -0.125
10 I 0.225

=====

Formula: C4F24N2O12P3S4V3
Source: OMol25
Level of theory: ωB97M-V/def2-TZVPD

* lowest unoccupied orbital energy (spin up / spin down): -0.306 / 0.434 eV
* <S²>: 24.84
* maximum force: 11.7 eV/A
* HOMO (spin up / spin down): -6.32 / -7.54 eV

```
! RIJCOSX wB97M-V def2-TZVPD def2/J DEFGRID3
* xyz -1 10
V -14.23 -36.69 7.58
V -11.84 -34.02 6.86
V -14.64 -34.50 4.74
P -12.81 -35.97 5.59
O -14.26 -36.44 5.45
O -13.64 -34.99 6.52
O -12.51 -34.62 4.92
O -12.12 -36.10 6.95
P -16.96 -34.27 7.62
F -16.28 -34.11 6.10
F -16.24 -35.77 7.62
F -15.58 -33.67 8.22
F -17.46 -34.40 9.14
F -17.58 -32.80 7.45
F -18.30 -34.93 7.07
P -13.83 -31.14 5.98
F -12.43 -30.98 5.19
F -13.33 -29.94 6.97
F -14.51 -30.05 5.03
F -15.13 -31.36 6.88
F -14.30 -32.33 4.96
F -13.11 -32.30 6.92
C -9.95 -33.37 2.99
F -9.57 -32.59 1.98
F -11.28 -33.38 2.98
F -9.45 -34.58 2.89
S -9.41 -32.56 4.64
O -10.43 -32.96 5.62
O -8.12 -33.06 5.01
N -9.54 -30.86 4.32
S -7.98 -30.46 4.14
O -7.29 -30.24 5.38
O -7.27 -31.16 3.08
C -8.22 -28.69 3.41
F -8.28 -27.82 4.41
F -7.23 -28.39 2.58
F -9.38 -28.65 2.73
C -11.99 -35.33 11.25
F -12.37 -35.21 12.50
F -10.94 -34.55 11.05
F -11.67 -36.58 10.99
S -13.41 -34.78 10.09
O -14.20 -33.84 10.80
O -12.72 -34.22 8.92
N -14.20 -36.24 9.62
S -15.12 -36.74 10.90
O -14.37 -37.28 12.00
O -16.13 -35.77 11.26
C -16.02 -38.21 10.16
F -15.19 -39.25 10.01
F -16.95 -38.61 10.98
F -16.47 -37.86 8.97
*
```

Now the Mulliken charges, all in e:
1 V 0.421
2 V 1.194
3 V 0.771
4 P -0.573
5 O -0.856
6 O 2.960
7 O -0.270
8 O -0.762
9 P 1.079
10 F -0.429
11 F -0.333
12 F -0.343
13 F -0.367
14 F -0.342
15 F -0.379
16 P 1.362
17 F -0.317
18 F -0.383
19 F -0.365
20 F -0.316
21 F -0.348
22 F -0.442
23 C 0.696
24 F -0.217
25 F -0.175
26 F -0.219
27 S 0.982
28 O -0.912
29 O -0.621
30 N -0.231
31 S 0.937
32 O -0.647
33 O -0.624
34 C 0.630
35 F -0.217
36 F -0.216
37 F -0.234
38 C 0.543
39 F -0.170
40 F -0.206
41 F -0.215
42 S 0.548
43 O -0.511
44 O -0.491
45 N -0.015
46 S 0.847
47 O -0.647
48 O -0.575
49 C 0.596
50 F -0.234
51 F -0.197
52 F -0.168

=====

Formula: C4H10
Source: OMol25
Level of theory: ωB97M-V/def2-TZVPD

* lowest unoccupied orbital energy (spin up / spin down): 2.797 / 2.797 eV
* <S²>: 0.75
* maximum force: 1.8 eV/A
* HOMO (spin up / spin down): 0.29 / -0.70 eV

```
! RIJCOSX wB97M-V def2-TZVPD def2/J DEFGRID3
* xyz -1 2
C 2.98 -1.32 0.45
C 4.26 -1.78 -0.28
H 2.23 -0.93 -0.23
H 2.64 -2.23 0.96
H 3.17 -0.59 1.24
H 4.19 -2.85 -0.48
H 5.12 -1.69 0.40
H 4.50 -1.25 -1.20
C -4.73 1.54 -0.52
C -5.09 2.65 0.34
H -3.93 0.86 -0.22
H -4.92 1.51 -1.61
H -4.27 3.30 0.62
H -6.15 2.78 0.55
*
```

Now the Mulliken charges, all in e:
1 C -0.747
2 C -0.782
3 H 0.270
4 H 0.233
5 H 0.255
6 H 0.246
7 H 0.251
8 H 0.273
9 C -0.817
10 C -0.740
11 H 0.098
12 H 0.102
13 H 0.193
14 H 0.165

=====

Formula: C4H10BN
Source: OMol25
Level of theory: ωB97M-V/def2-TZVPD

* lowest unoccupied orbital energy (spin up / spin down): 0.549 / 0.549 eV
* maximum force: 3.6 eV/A
* HOMO (spin up / spin down): -6.26 / -6.26 eV

```
! RIJCOSX wB97M-V def2-TZVPD def2/J DEFGRID3
* xyz 0 1
B 0.71 -0.74 0.06
C 1.66 -1.21 1.16
C 0.98 -0.40 2.26
C -0.12 0.24 -2.20
C -1.34 0.84 -0.24
N -0.17 0.09 -0.65
H 1.74 -2.27 1.41
H 2.71 -0.98 0.95
H 1.13 0.70 2.28
H 0.12 -0.83 2.65
H 0.17 1.26 -2.42
H 0.49 -0.36 -2.83
H -1.11 0.22 -2.53
H -1.25 1.88 -0.49
H -2.18 0.40 -0.72
H -1.53 0.81 0.83
*
```

Now the Mulliken charges, all in e:
1 B 0.169
2 C -0.393
3 C -1.098
4 C -1.005
5 C -1.037
6 N -0.067
7 H 0.323
8 H 0.288
9 H 0.294
10 H 0.373
11 H 0.356
12 H 0.371
13 H 0.316
14 H 0.331
15 H 0.372
16 H 0.406

=====

Formula: C4H10Br2N
Source: OMol25
Level of theory: ωB97M-V/def2-TZVPD

* lowest unoccupied orbital energy: -3.646 eV
* maximum force: 5.7 eV/A
* SMILES: C[C@H](Br)[C@@H](Br)C[NH3+]
* HOMO: -14.09 eV

```
! RIJCOSX wB97M-V def2-TZVPD def2/J DEFGRID3
* xyz 1 1
C 1.00 1.21 -1.78
C -0.12 -0.79 0.41
C 1.13 1.42 -0.26
C 0.06 0.75 0.59
N -1.10 -1.43 1.37
Br 2.76 0.66 0.46
Br -1.88 1.50 0.33
H 1.84 0.50 -2.05
H 0.01 0.64 -2.10
H 1.15 2.13 -2.28
H 0.74 -1.40 0.51
H -0.24 -0.82 -0.69
H 1.06 2.41 0.09
H 0.18 1.13 1.56
H -1.47 -2.18 0.85
H -1.85 -0.58 1.53
H -0.68 -1.59 2.26
*
```

Now the Mulliken charges, all in e:
1 C -1.016
2 C -0.665
3 C 0.131
4 C -0.923
5 N -0.151
6 Br -0.058
7 Br -0.121
8 H 0.338
9 H 0.251
10 H 0.330
11 H 0.444
12 H 0.348
13 H 0.459
14 H 0.572
15 H 0.322
16 H 0.371
17 H 0.367

=====

Formula: C4H10BrN2
Source: OMol25
Level of theory: ωB97M-V/def2-TZVPD

* lowest unoccupied orbital energy: -3.704 eV
* maximum force: 5.0 eV/A
* SMILES: [H]/N=C/[C@H](Br)[C@H](C)[NH3+]
* HOMO: -14.09 eV

```
! RIJCOSX wB97M-V def2-TZVPD def2/J DEFGRID3
* xyz 1 1
C -0.41 -1.07 1.56
C -0.86 -0.24 -1.35
C 0.51 -0.17 0.82
C -0.22 0.60 -0.25
N 0.00 -2.22 1.76
N 0.76 1.43 -0.95
Br 1.37 1.19 2.00
H -1.32 -0.71 1.94
H -0.06 -0.72 -1.79
H -1.50 -1.11 -1.12
H -1.42 0.32 -2.07
H 1.45 -0.84 0.63
H -0.78 1.33 0.26
H -0.72 -2.81 2.19
H 1.69 1.06 -0.85
H 0.87 2.50 -0.80
H 0.65 1.47 -1.98
*
```

Now the Mulliken charges, all in e:
1 C -0.445
2 C -1.560
3 C -0.307
4 C 0.157
5 N -0.512
6 N -0.341
7 Br -0.059
8 H 0.514
9 H 0.570
10 H 0.377
11 H 0.401
12 H 0.404
13 H 0.398
14 H 0.295
15 H 0.338
16 H 0.369
17 H 0.404

=====

Formula: C4H10BrN2O
Source: OMol25
Level of theory: ωB97M-V/def2-TZVPD

* lowest unoccupied orbital energy: -3.411 eV
* maximum force: 0.5 eV/A
* SMILES: O[C@H]1CN(Br)CC[NH2+]1
* HOMO: -12.96 eV

```
! RIJCOSX wB97M-V def2-TZVPD def2/J DEFGRID3
* xyz 1 1
O -2.38 -0.16 0.22
C -1.08 -0.63 0.15
C -0.43 -0.52 -1.24
N 0.59 0.51 -1.39
Br -0.20 2.19 -1.69
C 1.61 0.59 -0.35
C 1.17 -0.06 0.95
N -0.30 0.22 1.12
H -3.01 -0.87 0.20
H -0.99 -1.65 0.54
H -1.23 -0.30 -1.94
H 0.00 -1.48 -1.53
H 2.55 0.14 -0.69
H 1.83 1.63 -0.14
H 1.28 -1.15 0.98
H 1.71 0.36 1.80
H -0.62 -0.02 2.06
H -0.50 1.21 0.95
*
```

Now the Mulliken charges, all in e:
1 O -0.485
2 C -0.099
3 C -0.547
4 N -0.306
5 Br 0.022
6 C -0.553
7 C -0.436
8 N -0.183
9 H 0.386
10 H 0.464
11 H 0.360
12 H 0.316
13 H 0.314
14 H 0.365
15 H 0.328
16 H 0.351
17 H 0.359
18 H 0.346